Record 1
Formula: C8H10O3
Source: OMol25
Level of theory: ωB97M-V/def2-TZVPD

Energy above the lowest of the compared OMol25 structures with the same formula, charge and spin, kcal/mol: 28.0
LUMO level, Eh: 0.000
HOMO, eV: -9.42
DFT total energy, Ha: -536.50942
Orbital gap, eV: 9.43

Last column: Mulliken charge in e.
Positions of all 21 atoms, in Å:
C -0.87 2.66 -0.38  -1.47
C -1.12 -0.65 0.29  0.45
C 0.26 -0.46 0.36  0.77
H -0.15 3.44 -0.13  0.39
O 1.12 -2.56 0.70  -0.56
H -2.66 -1.69 -0.59  0.41
C 2.62 -1.06 -0.60  -1.28
H -1.24 -2.45 -0.65  0.38
H -0.96 1.93 1.58  0.20
H -0.59 2.39 -1.40  0.36
C 0.48 0.85 0.62  0.45
C -1.84 -1.88 0.01  -1.28
H -2.19 -2.57 0.82  0.26
C 1.25 -1.45 0.12  -0.07
C -0.79 1.50 0.61  0.65
H 2.50 -1.13 -1.65  0.35
O 1.54 1.42 0.93  -0.70
H 3.34 -1.80 -0.28  0.33
H 2.99 -0.13 -0.29  0.40
H -1.87 3.13 -0.33  0.34
O -1.83 0.53 0.27  -0.39

***

Record 2
Formula: C36H12F15GeI2N4O2SSn
Source: OMol25
Level of theory: ωB97M-V/def2-TZVPD

Energy above the lowest of the compared OMol25 structures with the same formula, charge and spin, kcal/mol: 36.4
LUMO level, Eh: -0.214
Charge: +1
HOMO, eV: -10.90
DFT total energy, Ha: -6531.12500
Orbital gap, eV: 5.08

Last column: Mulliken charge in e.
Positions of all 74 atoms, in Å:
C 1.24 5.94 -3.87  0.75
C 2.33 -3.43 -0.82  -0.81
N -0.24 -1.90 1.33  0.14
H 5.74 0.42 -0.25  0.48
S -1.97 1.72 -1.37  -0.54
C -3.69 6.05 1.98  -0.01
F -4.40 6.00 -0.21  -0.24
C -1.12 -2.21 2.41  -0.15
C -0.82 4.71 -2.41  -0.21
Ge -2.32 3.90 -1.47  1.27
N 2.66 1.41 0.60  0.09
C 1.62 -2.40 -0.09  0.78
C -5.31 5.79 -3.74  0.19
F -1.01 4.30 3.65  -0.31
H 0.28 -6.09 -0.25  0.42
C -4.99 3.31 -2.58  -0.17
C -4.18 5.49 -3.01  0.44
F -3.00 6.06 4.22  -0.30
C -1.83 4.73 2.69  -0.13
C -1.69 4.29 1.39  -0.05
F 0.14 5.37 -5.86  -0.29
H -3.22 1.52 1.19  0.50
F 2.21 6.52 -4.55  -0.29
Sn 0.32 0.54 0.57  0.76
O -0.99 -3.20 3.08  -0.54
C 3.40 -0.82 -0.03  0.10
C -6.13 3.58 -3.32  0.05
H -1.07 -4.47 0.97  0.51
F 0.38 5.30 -0.45  -0.37
C -2.97 -1.26 3.79  -0.64
C -2.84 5.62 2.98  0.76
F -4.66 6.91 2.26  -0.28
H 2.39 -5.43 -1.40  0.42
F -3.26 6.45 -2.87  -0.38
C 0.18 5.35 -4.53  0.23
H 2.05 3.31 1.12  0.44
C -4.05 0.73 3.02  -0.93
H 3.23 -3.16 -1.36  0.52
C -0.13 -4.19 0.50  -0.57
C -2.14 -1.16 2.68  0.38
C 1.85 -4.68 -0.84  -0.49
C 4.96 1.11 0.07  -0.68
F -0.67 3.42 1.18  -0.08
O 4.29 -1.60 -0.18  -0.56
I 3.12 0.91 -3.21  -0.47
C -3.98 4.25 -2.42  -0.09
H 4.29 4.32 0.86  0.47
F -7.09 2.66 -3.46  -0.28
C 0.32 -2.81 0.62  0.76
C 1.29 5.91 -2.49  0.03
F -4.92 2.11 -2.00  -0.26
C -3.94 -0.29 3.96  -0.38
C 0.61 -5.07 -0.17  -0.74
N -2.22 -0.17 1.79  0.04
C 5.21 2.45 0.29  -0.30
H -2.85 -2.09 4.47  0.48
C -3.52 5.56 0.69  0.76
H -4.81 1.49 3.11  0.46
F 2.32 6.45 -1.85  -0.32
H 6.20 2.86 0.16  0.46
F -1.80 4.13 -4.48  -0.36
C 3.67 0.64 0.21  0.00
C -6.29 4.82 -3.90  0.62
C -2.51 4.67 0.35  -0.21
C 4.15 3.26 0.68  -0.72
C 0.26 5.31 -1.79  -0.28
I 0.44 1.49 -2.27  0.39
N 2.01 -1.19 0.10  0.23
C 2.89 2.71 0.82  -0.14
F -5.48 6.99 -4.28  -0.29
F -7.38 5.10 -4.60  -0.29
H -4.61 -0.32 4.82  0.46
C -0.81 4.73 -3.80  0.75
C -3.17 0.74 1.95  -0.03

***

Record 3
Formula: C44H100N4O8
Source: OMol25
Level of theory: ωB97M-V/def2-TZVPD

Energy above the lowest of the compared OMol25 structures with the same formula, charge and spin, kcal/mol: 56.6
LUMO level, Eh: 0.021
HOMO, eV: -8.40
DFT total energy, Ha: -2557.10698
Orbital gap, eV: 8.96

Last column: Mulliken charge in e.
Positions of all 156 atoms, in Å:
O 4.19 2.52 3.13  -0.46
H -2.68 6.12 -3.19  0.39
H 3.51 -4.09 -5.41  0.46
C -1.23 -6.96 1.09  -1.75
O -0.99 -1.31 0.60  0.13
H -1.98 -6.63 5.04  0.38
C -2.90 -3.95 3.47  -1.37
C 3.51 -3.40 -1.51  1.67
C 1.22 -0.67 1.33  -0.83
H -5.82 2.05 -3.76  0.57
C 1.01 1.61 -2.67  0.41
H -6.56 4.56 -2.96  0.33
C 5.56 4.91 3.06  -1.89
H 1.32 -1.73 1.60  -0.06
H 2.17 -4.36 -0.07  0.55
H 0.36 -3.83 2.41  -0.15
H -3.92 5.07 -4.28  0.26
H -1.09 -8.56 4.17  0.42
H -4.76 3.65 -4.96  0.44
H 1.52 -2.82 -0.86  -0.08
C -0.97 -5.58 0.47  0.51
C -5.15 2.11 -2.95  -1.86
H 1.30 0.55 -2.76  -0.47
H 2.95 -5.32 -3.46  0.31
H -1.14 4.18 -0.42  0.37
H 1.84 1.64 3.83  0.35
H 3.48 -0.61 -1.87  0.28
C 1.53 5.00 3.08  -1.48
H -4.40 1.10 0.98  0.06
H -2.91 -4.18 4.58  0.35
C 3.67 -1.54 -4.88  -1.79
N 3.52 3.75 3.28  0.06
H -1.92 -1.61 -1.16  -0.26
H 5.31 -2.76 -0.32  0.40
H 3.23 -0.52 -4.71  0.16
H 0.46 4.87 2.78  0.22
C 1.42 2.66 3.98  -2.15
H 1.20 -7.66 2.32  0.49
H -1.88 6.55 -1.77  0.61
H 1.37 -3.91 -3.75  0.33
H -2.53 4.10 0.65  0.10
H 2.50 2.16 1.31  -0.02
H 0.10 -5.38 0.69  -0.67
H 0.85 2.69 1.36  0.39
H -2.12 -0.83 -2.63  0.53
H 3.11 1.74 -0.58  0.28
H -3.89 -4.21 3.07  0.34
C 2.11 3.62 2.93  2.13
H -0.12 0.61 0.22  -0.81
O -2.63 0.26 -1.04  0.49
H 5.61 5.17 4.14  0.37
O 3.13 1.63 -1.54  -0.58
H -5.01 0.25 3.21  0.54
H -0.58 -7.69 0.59  0.49
H 1.27 -2.87 -5.16  0.48
C -1.85 -4.57 1.27  -0.57
O -1.33 -6.10 4.60  -0.48
C -2.99 4.88 -1.31  1.83
H 0.51 -0.75 -0.67  -0.56
C 4.19 4.74 2.48  1.75
H -2.93 -4.80 1.00  0.40
H -3.26 0.13 3.50  0.17
C 0.15 -0.45 0.29  1.87
H -2.44 0.03 -0.07  -0.47
H 2.06 3.80 0.67  -0.35
H -3.96 -0.73 2.08  0.11
H 6.29 5.66 2.60  0.35
H 2.29 -0.35 1.10  -0.01
C -4.55 3.54 -2.81  1.50
H -1.73 5.70 0.27  0.57
H 4.57 -5.89 -3.82  0.40
H -1.02 -5.53 -0.60  0.68
H 5.38 4.53 0.74  0.57
C -0.83 -7.04 2.55  1.61
H -2.49 1.99 -1.75  0.23
H -5.55 1.75 -2.01  0.33
C 2.10 -3.77 -1.03  -1.41
H 0.37 2.67 3.93  0.45
H -6.13 3.77 -1.41  0.32
H -4.62 -1.82 -1.01  0.21
C -5.75 4.37 -2.27  -1.16
C -1.12 -8.45 3.08  -1.97
H 4.14 2.18 4.07  0.41
H 4.16 6.76 1.95  0.49
C 1.88 3.05 1.48  -0.73
H 1.76 3.20 -1.40  -0.14
C 0.72 -6.86 2.84  -1.61
H 4.14 -3.55 0.57  0.41
C 3.52 6.15 2.55  -1.59
H 3.37 -1.77 -5.92  0.44
H -3.96 6.72 -0.53  0.40
C -4.07 0.13 2.73  -1.19
H 4.30 -5.42 -1.50  0.40
H -2.25 -7.23 0.99  0.43
C 4.22 -2.78 -0.24  -1.68
C 2.16 2.48 -2.14  0.00
H -1.26 -1.01 1.47  -0.16
H -3.81 -2.51 -2.46  0.42
H 0.71 2.10 -3.58  0.54
H -0.38 -9.13 2.66  0.41
H 1.09 -2.16 -3.50  0.02
H -4.66 5.06 0.05  0.25
C -2.62 -0.98 -1.73  0.00
C -2.05 4.72 -0.13  -2.10
H -4.58 -0.94 -2.74  0.22
H 1.61 7.07 2.50  0.40
H 2.65 3.13 -2.88  0.42
C 3.98 -5.00 -3.52  -0.63
C -2.19 5.71 -2.35  -1.80
C 3.13 -2.70 -3.93  1.48
H -2.12 -8.75 2.76  0.43
C -4.04 -1.55 -1.92  -1.22
C -0.34 -3.91 3.24  -0.85
H -1.56 -3.50 1.00  -0.43
H 4.21 3.23 0.97  0.51
N -1.69 -6.08 3.27  -0.04
H 1.55 -4.38 -1.74  0.33
H 1.86 5.86 1.21  0.17
H 0.21 1.57 -1.97  -0.59
H 3.57 6.58 3.52  0.46
H 1.89 3.08 4.91  0.52
H -3.14 3.34 -4.29  0.26
H -5.01 6.32 -2.68  0.30
H -1.34 5.14 -2.76  0.19
H -4.45 1.34 -3.32  0.27
H -6.20 6.27 -1.34  0.38
C 3.97 -3.85 -4.44  -1.46
C 2.08 6.13 2.23  -0.41
N -3.56 3.57 -1.71  0.45
H 1.06 -5.85 2.55  0.29
H -2.25 2.13 0.93  -0.08
H 0.96 -0.08 2.21  0.44
O 2.74 -1.23 -2.20  0.39
C -5.32 5.75 -1.80  -0.58
H 5.43 -4.21 -1.98  0.45
H 3.67 -1.91 0.09  0.11
C 1.59 -2.92 -4.12  -1.31
H 6.06 3.98 2.95  0.54
H -0.68 -2.94 3.70  0.36
H -4.15 2.27 2.19  0.66
C 4.41 -4.53 -2.10  -1.44
H 0.10 -4.46 4.11  0.30
H -2.83 -2.91 3.22  0.14
C -4.04 4.01 -4.16  -1.53
O -2.43 1.35 1.46  -0.10
H 4.74 -1.39 -4.93  0.45
C 4.36 4.30 0.94  -1.59
H 3.69 4.78 0.21  0.13
C -4.23 5.69 -0.76  -1.00
N 3.56 -2.34 -2.57  -0.27
H 4.95 -3.57 -4.78  0.51
O -2.43 2.85 -2.22  -0.07
C -3.83 1.33 1.84  -0.26
H 1.58 5.26 4.18  0.43
C -1.67 -4.64 2.79  1.51
H 0.82 -7.04 3.92  0.37

***

Record 4
Formula: C27H58N10O7
Source: OMol25
Level of theory: ωB97M-V/def2-TZVPD

Energy above the lowest of the compared OMol25 structures with the same formula, charge and spin, kcal/mol: 25.0
LUMO level, Eh: 0.022
HOMO, eV: -8.79
DFT total energy, Ha: -2137.74358
Orbital gap, eV: 9.39

Last column: Mulliken charge in e.
Positions of all 102 atoms, in Å:
H -0.26 -2.90 -0.50  0.28
H -5.38 4.42 -2.92  0.33
N 0.98 -2.67 2.93  0.28
C 4.01 -0.92 -0.26  0.11
H 2.85 -3.15 2.33  0.34
H -5.87 2.81 -3.17  0.30
C 3.20 1.58 3.80  0.49
H -2.76 4.74 -2.77  0.31
O -0.86 2.63 3.25  -0.68
H 2.44 3.11 4.98  0.44
N 0.92 -4.38 -1.18  0.18
H -4.80 2.97 1.47  0.36
H 2.96 3.87 -3.63  0.31
H 2.92 -3.50 -0.93  0.19
H -0.43 -4.06 2.26  0.42
C 6.11 -0.78 1.06  -1.00
H -3.73 -2.77 -2.16  0.37
C -2.63 3.99 -3.50  -0.47
H -4.41 -1.59 -3.25  0.40
H -1.68 3.47 -3.37  -0.03
C -0.22 -4.00 -0.58  0.48
N -0.04 2.81 -1.42  -0.47
H -1.83 4.75 3.06  0.36
C 0.28 2.01 -0.66  0.00
C -5.15 3.56 -3.54  -0.97
C 3.49 2.89 -3.74  0.16
H 4.68 1.27 -1.36  0.06
H 1.20 1.94 4.58  0.23
H 4.05 0.57 -4.88  0.29
H 0.27 -6.22 -0.93  0.33
H 1.47 -3.78 1.36  0.13
N -3.16 -1.89 2.70  0.31
C 3.14 0.53 -4.20  -1.11
H -2.60 1.73 -2.35  0.39
C 1.19 -5.75 -1.28  -1.05
O -4.57 1.21 -2.33  -0.71
H 2.31 -1.36 4.04  0.37
H -2.66 4.41 -4.52  0.31
H 6.83 -1.39 0.63  0.38
H 0.86 -2.12 4.90  0.38
H 2.11 -6.02 -0.69  0.30
C -2.28 -1.45 -2.71  0.57
H 0.83 2.98 -3.85  0.40
H -5.31 3.78 -4.60  0.32
O -1.01 -3.21 3.97  -0.59
H 1.61 -2.39 -1.51  0.08
H 1.84 3.10 3.41  0.23
H 0.82 1.89 -5.20  0.34
H -4.87 -2.93 1.82  0.34
C -3.68 -1.73 -2.47  -0.95
H 6.34 0.79 -1.52  0.28
H 0.62 1.36 -3.50  0.30
N 2.64 1.87 -4.01  0.26
H 2.30 -3.54 -2.59  0.43
O -1.74 -1.08 1.13  -0.54
H -4.07 -1.16 -1.62  0.10
H -4.59 -2.18 4.12  0.36
H 1.78 -1.98 1.22  0.12
H -3.17 -3.13 4.29  0.38
H 6.56 0.07 1.56  0.35
H -3.00 -1.39 4.84  0.24
H -3.03 5.18 1.76  0.30
C -1.77 2.32 2.44  0.75
H -1.69 1.42 1.91  -0.10
C -3.63 1.97 -2.61  0.17
H -3.68 1.75 0.75  0.18
O 3.14 -0.61 -0.99  -0.34
C 2.11 2.42 4.26  -0.91
C 0.89 1.00 0.30  1.59
H -3.55 3.48 0.28  0.25
O 4.69 2.68 -3.45  -0.61
H 1.49 0.29 -0.34  -0.71
H 5.87 1.74 -0.09  0.38
C 1.95 -3.40 -1.55  -0.76
H -3.33 -3.72 1.54  0.32
H -3.71 -2.24 0.75  0.13
H 1.43 -6.12 -2.31  0.28
N -2.84 3.14 2.22  0.09
C -2.12 -1.17 2.30  0.14
H 3.89 -1.69 0.46  0.08
H 1.66 1.45 0.98  0.34
N 3.98 0.85 3.41  -0.42
C -3.77 2.81 1.13  -0.82
C 1.24 -1.66 3.97  -0.80
C 5.56 0.95 -0.76  -0.79
O -1.12 -4.74 -0.24  -0.69
H -1.71 -0.54 3.13  0.09
H 2.37 0.03 -4.61  0.54
C 1.20 2.04 -4.17  -1.07
H 0.67 -0.67 3.84  -0.01
N -3.76 3.07 -3.35  0.08
N -1.21 -1.27 -3.07  -0.47
C -3.53 -2.10 4.09  -0.95
C -3.79 -2.74 1.68  -0.85
N 5.18 -0.24 -0.05  0.17
H 0.00 0.53 0.78  -0.75
C -0.26 -3.28 3.01  -0.15
H 3.38 0.13 -3.22  0.16
H 5.46 -1.27 1.78  0.28
C -2.82 4.54 2.68  -0.95
H -3.60 4.77 3.48  0.25
C 1.86 -2.86 1.85  -0.50

***

Record 5
Formula: C3H10N2O2Si
Source: OMol25
Level of theory: ωB97M-V/def2-TZVPD

Energy above the lowest of the compared OMol25 structures with the same formula, charge and spin, kcal/mol: 79.1
LUMO level, Eh: 0.004
HOMO, eV: -8.87
DFT total energy, Ha: -669.70524
Orbital gap, eV: 8.99

Last column: Mulliken charge in e.
Positions of all 18 atoms, in Å:
O 1.00 -0.11 -2.17  -0.59
H 1.64 -1.01 2.03  -0.11
C 1.00 0.49 -1.11  0.05
H -1.89 0.24 0.78  0.36
N -1.77 -0.88 -1.12  -0.51
H 0.05 1.30 1.89  0.28
C 0.00 0.45 0.01  0.81
H -1.22 -0.91 -1.91  0.24
N 0.31 1.52 0.94  -0.80
H -0.54 -2.05 1.50  -0.06
C -1.50 0.25 -0.22  -0.78
O 2.18 1.16 -0.86  -0.49
H -2.06 -1.75 -0.74  0.24
Si 0.94 -1.62 0.98  0.50
H 1.79 -2.50 0.12  -0.05
H -1.76 1.18 -0.68  0.36
H 2.11 1.93 -0.30  0.34
H -0.31 2.31 0.85  0.22

***

Which formula does entry 3 have?
C44H100N4O8